Entry from the OMol25 dataset: a structure of composition C8H13NNbO2 at a distorted geometry (the ωB97M-V functional and the def2-TZVPD basis).

As for the frontier orbital gap: 7.6 eV. The LUMO energy is 2.4 eV. Its net charge is -1. The largest force on an atom comes out at 0.026 hartree/bohr. The calculation puts the relative energy (zero: lowest compared OMol25 entry of this formula, charge and spin) at 0.0 kcal/mol. Its HOMO energy is -5.29 eV.

Each line ends with the Löwdin charge.
Geometry (Å):
O: -1.629 2.227 3.481  0.07
C: -1.467 2.770 2.428  -0.40
O: -0.378 2.712 1.661  -0.07
C: 0.070 1.355 1.234  -0.28
C: 1.235 1.455 0.295  -0.38
Nb: 2.271 -0.476 -0.284  1.06
C: 0.186 -1.161 -0.907  -0.38
C: -0.419 -0.887 -2.150  -0.15
C: -1.720 -1.317 -2.429  -0.19
N: -2.469 -1.993 -1.558  0.02
C: -1.926 -2.268 -0.375  -0.19
C: -0.628 -1.886 -0.015  -0.16
H: -2.261 3.385 1.965  0.13
H: 0.307 0.789 2.138  0.10
H: -0.788 0.880 0.748  0.10
H: 0.916 1.948 -0.636  0.05
H: 2.012 2.078 0.766  0.03
H: 2.151 -1.190 1.428  -0.15
H: 2.885 -2.162 -0.699  -0.18
H: 2.563 -0.077 -2.068  -0.15
H: 3.952 0.233 -0.016  -0.19
H: 0.120 -0.333 -2.916  0.06
H: -2.173 -1.105 -3.396  0.09
H: -2.548 -2.817 0.330  0.09
H: -0.262 -2.162 0.973  0.07